Entry 1:
{
  "formula": "C4H7NO2",
  "method": "the ωB97M-V functional and the def2-TZVPD basis",
  "symbols": ["O", "C", "C", "O", "C", "N", "C", "H", "H", "H", "H", "H", "H", "H"],
  "xyz": [[1.493, 1.241, 0.814], [0.680, 0.084, 0.755], [-0.810, 0.363, 0.932], [-1.488, 0.576, -0.324], [-1.370, -0.495, -1.143], [-0.347, -1.241, -1.194], [0.828, -0.579, -0.624], [1.418, 1.683, -0.043], [1.043, -0.539, 1.583], [-1.278, -0.494, 1.435], [-0.967, 1.267, 1.517], [-2.226, -0.629, -1.809], [1.708, -1.213, -0.692], [1.057, 0.264, -1.284]],
  "mulliken_charge": [-0.54, 0.01, -0.47, -0.38, 0.07, -0.54, -0.46, 0.35, 0.31, 0.33, 0.33, 0.38, 0.34, 0.28],
  "lumo_energy_ev": 0.855,
  "de_lowest_kj_mol": 174.7,
  "smiles": "O[C@@H]1CN=COC1"
}

Entry 2:
{
  "formula": "C23H20F3N2O5S",
  "method": "the ωB97M-V functional and the def2-TZVPD basis",
  "symbols": ["C", "C", "C", "C", "C", "C", "C", "C", "C", "O", "S", "C", "F", "F", "F", "H", "H", "H", "H", "H", "H", "H", "H", "H", "H", "H", "C", "C", "C", "C", "C", "N", "O", "O", "C", "C", "C", "C", "C", "C", "N", "O", "O", "C", "C", "H", "H", "H", "H", "H", "H", "H", "H", "H"],
  "xyz": [[0.257, 2.024, 1.707], [0.631, 0.894, 2.688], [0.961, 1.481, 4.089], [-0.478, -0.180, 2.690], [-0.132, -1.534, 2.684], [-1.118, -2.517, 2.752], [-2.457, -2.138, 2.892], [-2.810, -0.784, 2.852], [-1.822, 0.189, 2.744], [1.844, 0.421, 2.671], [2.439, 0.223, -0.479], [3.290, -1.222, 0.167], [3.707, -2.038, -0.849], [4.390, -0.801, 0.842], [2.537, -1.967, 1.023], [-0.463, 2.712, 2.190], [1.155, 2.588, 1.428], [-0.173, 1.606, 0.784], [0.080, 1.977, 4.482], [1.247, 0.684, 4.777], [1.784, 2.203, 4.019], [0.913, -1.822, 2.615], [-0.844, -3.577, 2.681], [-3.225, -2.888, 3.057], [-3.866, -0.490, 2.867], [-2.083, 1.253, 2.690], [1.228, -0.279, -1.682], [0.969, 1.032, -2.444], [2.095, 1.858, -2.600], [2.088, 2.995, -3.394], [0.889, 3.361, -4.030], [0.839, 4.392, -5.010], [-0.279, 4.615, -5.535], [1.865, 5.019, -5.345], [-0.280, 2.606, -3.831], [-0.218, 1.409, -3.106], [0.052, -1.180, -1.246], [-1.198, -0.621, -0.963], [-2.313, -1.405, -0.694], [-2.135, -2.790, -0.565], [-3.076, -3.541, 0.195], [-2.754, -4.711, 0.527], [-4.152, -3.004, 0.542], [-0.910, -3.397, -0.849], [0.181, -2.593, -1.157], [1.934, -0.927, -2.235], [3.049, 1.628, -2.107], [2.990, 3.593, -3.537], [-1.202, 2.960, -4.279], [-1.098, 0.770, -3.100], [-1.339, 0.464, -1.008], [-3.288, -0.975, -0.496], [-0.835, -4.480, -0.754], [1.132, -3.096, -1.360]],
  "mulliken_charge": [-1.50, 1.97, -2.20, -0.19, -0.13, -0.63, -0.44, -0.89, -0.02, -0.83, -0.32, 0.75, -0.27, -0.23, -0.14, 0.41, 0.39, -0.03, 0.44, 0.42, 0.42, 0.49, 0.38, 0.43, 0.36, 0.26, 0.43, -0.37, -0.52, -0.92, -0.10, 0.93, -0.60, -0.59, -0.60, -0.39, 0.57, 0.32, -0.80, -0.36, 1.03, -0.62, -0.58, -0.83, -0.09, 0.71, 0.50, 0.44, 0.48, 0.59, 0.21, 0.41, 0.45, 0.40],
  "lumo_energy_ev": 0.721,
  "de_lowest_kj_mol": 182.5,
  "charge": -1
}

Entry 3:
{
  "formula": "C10H11Cl2NO2Ru",
  "method": "the ωB97M-V functional and the def2-TZVPD basis",
  "symbols": ["C", "C", "C", "C", "C", "Ru", "C", "C", "C", "N", "H", "H", "H", "H", "H", "H", "H", "H", "H", "H", "Cl", "C", "Cl", "C", "O", "O", "H"],
  "xyz": [[1.604, -1.541, -2.012], [0.185, -1.279, -2.133], [-0.470, -1.779, -0.952], [0.534, -2.370, -0.095], [1.822, -2.229, -0.752], [0.929, -0.249, -0.403], [-1.035, 1.478, -0.909], [0.407, 1.640, -1.002], [1.230, 2.361, -1.878], [1.072, 1.436, 0.166], [-1.542, -1.682, -0.707], [-0.308, -0.757, -2.989], [0.358, -2.770, 0.903], [2.784, -2.522, -0.340], [2.375, -1.248, -2.727], [-1.656, 1.226, -1.767], [1.130, 1.884, 1.077], [-1.484, 2.008, -0.070], [0.728, 3.071, -2.507], [2.270, 2.077, -1.993], [-3.007, -1.104, 2.422], [-2.121, 0.177, 3.273], [-1.785, -0.189, 4.970], [-0.740, 0.370, 2.559], [-0.570, 1.560, 2.219], [-0.014, -0.675, 2.435], [-2.695, 1.107, 3.212]],
  "mulliken_charge": [-0.54, -0.49, -0.32, -0.49, -0.55, 0.34, -0.98, 1.12, -1.09, -0.60, 0.35, 0.43, 0.44, 0.38, 0.43, 0.31, 0.18, 0.34, 0.32, 0.30, -0.21, 0.07, -0.21, 0.56, -0.72, -0.67, 0.28],
  "spin_multiplicity": 6,
  "lumo_energy_ev": [3.285, 2.559],
  "charge": -1
}

Entry 4:
{
  "formula": "C2H6N2",
  "method": "the ωB97M-V functional and the def2-TZVPD basis",
  "symbols": ["C", "N", "C", "N", "H", "H", "H", "H", "H", "H"],
  "xyz": [[-0.734, 1.525, -0.115], [0.379, 0.592, -0.028], [0.057, -0.729, -0.213], [0.542, -1.673, 0.495], [-1.504, 1.176, -0.814], [-0.468, 2.501, -0.504], [-1.236, 1.583, 0.852], [1.278, 0.974, -0.257], [-0.821, -0.931, -0.850], [0.544, -2.557, -0.006]],
  "mulliken_charge": [-0.82, -0.23, -0.02, -0.59, 0.30, 0.31, 0.25, 0.28, 0.27, 0.26],
  "lumo_energy_ev": 1.101,
  "de_lowest_kj_mol": 153.6,
  "smiles": "[H]/N=C/NC"
}